[1]
A structure of composition C21H21AsF6NO2PtTe. Source: the Open Molecules 2025 dataset; level of theory: the ωB97M-V functional and the def2-TZVPD basis.

Atoms and positions in Å:
Pt 1.3500 0.0391 -0.3295
Te -1.0248 -1.1541 -0.7210
As 1.0676 0.1929 2.9560
F 0.6847 1.6640 3.6846
F 2.2887 0.9777 1.8735
F 2.2851 -0.3565 3.9710
F -0.1665 0.6372 1.5803
F -0.2151 -0.6974 3.6797
F 1.3196 -1.3126 1.8175
O 0.2659 1.9777 -0.8946
O -1.7666 1.0639 -0.7682
N 3.3263 -0.1155 -0.7816
C 5.4620 -0.8501 -0.8890
C -4.1263 -3.0589 1.3141
C -2.1665 -1.4849 1.0727
C 5.4927 0.5304 -0.8432
C -2.8030 -4.9428 -0.2868
C -2.4617 5.1045 -2.4280
C -1.5066 4.2940 0.0706
C 3.6433 2.3396 -0.6120
C -2.0611 3.7894 -2.2466
C 4.0937 -1.2355 -0.8374
C 4.1452 0.9764 -0.7589
C -1.9192 5.6052 -0.1236
C -0.8075 -3.3923 -0.3678
C -2.1545 -3.7515 0.0628
C -2.8493 -2.7861 0.8532
C 3.5398 -2.5904 -0.7979
C -1.5694 3.4071 -1.0011
C -0.9677 2.0207 -0.8664
C -4.0685 -5.2092 0.2021
C -4.7314 -4.2707 1.0033
C -2.4054 6.0011 -1.3661
H 6.3562 1.1648 -0.8571
H -4.6664 -2.3184 1.8834
H -1.1117 3.9832 1.0268
H -5.7287 -4.4846 1.3559
H 6.2985 -1.5209 -0.9578
H -2.2921 -5.6760 -0.8914
H 3.4564 -2.9137 0.2451
H -1.4222 -1.5598 1.8773
H 4.1698 3.0282 -1.2762
H -2.0992 3.0805 -3.0605
H -2.8447 -0.6644 1.3035
H 2.5434 -2.6252 -1.2434
H -2.7592 7.0136 -1.5030
H -0.0968 -3.3225 0.4629
H 3.8493 2.6967 0.4060
H -1.8538 6.3171 0.6880
H -2.8178 5.4228 -3.3962
H -4.5508 -6.1453 -0.0379
H -0.4037 -3.9927 -1.1806
H 4.2137 -3.2911 -1.2876
H 2.5640 2.3954 -0.7771

The calculation puts the highest occupied orbital energy (spin up / spin down) at -14.146 / -13.920 eV. The energy relative to the best compared isomer or geometry (same formula, charge and spin) is 76.49 kJ/mol. As for the multiplicity: 6. The HOMO-LUMO gap (spin up / spin down) comes out at 7.8 / 3.8 eV. Its charge is +2.

[2]
A structure of composition C21H21BF5IrN9O5STe. Source: the Open Molecules 2025 dataset; level of theory: the ωB97M-V functional and the def2-TZVPD basis.

Atoms and positions in Å:
Ir 0.4149 -1.0286 0.2523
Te -3.1566 1.6237 0.8185
S -1.0695 -2.6475 2.6437
F -4.1738 2.1742 2.3904
F -4.7683 0.7433 0.0944
F -3.9381 3.1034 0.0061
F -1.8103 2.9293 1.4456
F -2.0972 1.6310 -0.8790
O 2.1325 -1.1688 1.3961
O -2.3211 -2.0556 2.3623
O -0.4376 0.0943 1.8034
O -0.8284 -3.3858 3.8329
O 3.4285 -2.6541 2.4483
N -0.0487 -0.1294 -4.2981
N -1.2127 -0.8421 -2.2177
N 1.0930 -1.6961 -2.5640
N 0.7554 0.7141 -2.0834
N -0.0252 -2.6840 1.5405
N 0.9371 0.6324 -0.7526
N -1.2667 -1.2171 -0.9246
N 1.3440 -2.0209 -1.2691
N 0.4090 -0.8595 -5.3422
C 1.4335 1.7917 -0.3313
C 0.7553 2.4250 4.9352
C 1.3820 1.0586 3.0336
C -0.7939 0.9211 -4.7364
C -2.5526 -1.4309 -0.6325
C 2.3150 -2.9336 -1.2730
C 1.2536 -3.3669 1.8529
C 2.3893 -2.3295 1.9258
C -0.8097 0.8802 -6.1057
C -0.9870 1.3672 3.6518
C 1.8876 -2.4230 -3.3639
C 1.1505 3.3111 6.0684
C 2.6820 -3.2319 -2.5787
C -0.0401 -0.2548 -6.4254
C -0.6049 2.1506 4.6953
C 1.1531 1.9241 -2.5021
C -3.3357 -1.2296 -1.7596
C 1.5907 2.6483 -1.4138
C 1.7267 1.8519 4.0876
C -0.0027 0.7991 2.7660
C -2.4458 -0.8631 -2.7416
B 0.1431 -0.4985 -2.8475
H 1.2165 -3.9374 2.7747
H 2.2308 3.3957 6.1619
H 0.2020 -0.6538 -7.3974
H 1.6450 1.9602 0.7070
H 1.9616 3.6567 -1.4023
H -2.0308 1.1696 3.4563
H 0.7332 4.3104 5.9244
H 0.7440 2.9327 7.0084
H -1.3061 1.5611 -6.7742
H -1.3566 2.5869 5.3408
H 2.7467 -3.3015 -0.3610
H -1.2653 1.5991 -4.0409
H 3.4340 -3.9275 -2.9036
H 1.8227 -2.2897 -4.4287
H 1.4336 -4.0502 1.0260
H -4.4042 -1.3050 -1.8269
H 1.1030 2.1880 -3.5435
H 2.1313 0.5959 2.4096
H -2.6091 -0.6252 -3.7776
H 2.7730 2.0475 4.2867
H -2.8552 -1.7367 0.3512

The calculation puts the highest occupied orbital energy (spin up / spin down) at -8.920 / -8.916 eV. The energy relative to the best compared isomer or geometry (same formula, charge and spin) is 185.41 kJ/mol. As for the multiplicity: 2. The HOMO-LUMO gap (spin up / spin down) comes out at 7.2 / 5.8 eV.

[3]
A structure of composition C21H21Cl2NO2STeTi. Source: the Open Molecules 2025 dataset; level of theory: the ωB97M-V functional and the def2-TZVPD basis.

Atoms and positions in Å:
Te -3.1952 1.2447 -0.6897
Ti -0.4485 -0.1897 -0.2273
Cl -4.2899 -1.6302 2.0612
Cl -1.7574 -6.1602 3.5371
S -1.2334 -1.9432 -1.8500
O 0.9047 -1.3315 0.4068
O -1.6557 -0.7723 1.2366
N -0.1613 0.3735 -2.3679
C -1.7125 -4.5770 2.8116
C 0.7572 -2.3929 1.1450
C -0.8158 -0.7971 -4.3488
C 3.0352 0.2090 3.2478
C -2.8924 -3.8408 2.7300
C 0.2366 1.4033 -3.1282
C -0.4724 -2.8156 1.7123
C -2.8392 -2.5817 2.1677
C -2.9340 2.6781 -2.2528
C -0.3922 0.2624 -5.1143
C -4.2166 -0.1264 -1.9486
C -1.6553 -2.0108 1.6749
C -0.6976 -0.7276 -2.9495
C 1.9681 0.9166 2.4621
C -0.2767 1.8121 2.3078
C 0.1448 1.3984 -4.4990
C 1.2113 1.9717 0.4231
C -0.0309 2.2303 1.0033
C -0.5309 -4.0888 2.3200
C 2.2016 1.3250 1.1525
C 0.7169 1.1633 3.0236
H 3.6195 0.9209 3.8346
H -1.2496 1.9725 2.7525
H -4.3692 -1.0388 -1.3782
H 0.3655 -4.6933 2.3716
H 0.4793 2.2487 -5.0748
H -2.4163 2.2138 -3.0890
H 1.4150 2.2926 -0.5904
H 2.5984 -0.5113 3.9386
H -3.8257 -4.2394 3.0986
H -0.4768 0.2197 -6.1928
H -5.1702 0.3040 -2.2433
H -3.9018 3.0553 -2.5738
H -1.2390 -1.6870 -4.7924
H -0.7871 2.7763 0.4530
H 0.6416 2.2585 -2.6005
H -3.5983 -0.3469 -2.8147
H 1.6474 -3.0040 1.2792
H 3.7203 -0.3214 2.5873
H 0.5114 0.8212 4.0306
H 3.1556 1.1098 0.6873
H -2.3403 3.5090 -1.8747

The calculation puts the highest occupied orbital energy (spin up / spin down) at -5.807 / -7.760 eV. The energy relative to the best compared isomer or geometry (same formula, charge and spin) is 50.61 kJ/mol. As for the multiplicity: 3. The HOMO-LUMO gap (spin up / spin down) comes out at 5.7 / 7.9 eV.

[4]
A cluster of 14 separate species, C21H21Cl52PSi in total. Source: the Open Molecules 2025 dataset; level of theory: the ωB97M-V functional and the def2-TZVPD basis.

Atoms and positions in Å:
Cl -3.2149 -1.2082 7.8416
Cl 7.8570 -3.3242 -1.4777
Cl -7.2154 -2.7313 2.8428
Cl 6.6768 -5.2245 0.3369
Cl 2.6861 9.8700 -6.1220
Cl -12.3858 -0.6649 4.9669
Cl 9.8528 0.4427 2.5331
Cl 0.7965 -3.9079 4.9374
Cl -5.3902 3.7194 1.9804
Cl -2.5823 -2.2141 -7.0870
Cl 3.1832 -1.5197 4.0421
Cl -3.9453 0.0538 -5.9395
Cl -2.5615 3.3376 1.6588
Cl -11.4506 -1.4371 2.3514
Cl 5.2064 -0.7380 5.9441
Cl -4.3384 -2.6918 2.5964
Cl -4.2804 3.3048 -0.6470
Cl 4.0825 6.0972 -3.0528
Cl -0.0090 5.4767 -9.8093
Cl -11.8458 -3.4369 4.3884
Cl -2.2186 0.3134 10.0766
Cl 1.9878 7.2902 -5.0520
Cl 8.3688 -1.9571 1.9587
Cl -1.2003 7.1864 0.0733
Cl 7.3969 -6.0394 -2.3342
Cl -5.5874 -4.2210 4.6961
Cl -0.5163 -1.6056 8.7593
Cl -0.9447 -3.7793 2.6681
Cl 5.1688 -4.2569 -1.9164
Cl 5.7508 -2.8064 4.0038
Cl 3.6182 7.4704 -7.4222
Cl -2.7324 -2.5080 10.3664
Cl 3.3463 3.3710 -3.6195
Cl -9.6672 -1.5665 4.6057
Cl -3.0325 0.1480 -8.6727
Cl 0.3626 4.9756 1.0410
Cl -1.1264 0.2133 -6.5216
Cl -2.1722 6.4455 -8.1663
Cl 8.4564 -0.9130 4.6578
Cl 5.4955 -0.0530 3.1542
Cl -4.4100 1.1274 1.2564
Cl -2.7340 5.1898 -10.6998
Cl 1.5975 7.5490 0.6709
Cl 0.8281 8.1708 -7.5379
Cl -1.9368 -3.0260 5.2634
Cl 10.8053 -2.1046 3.4907
Cl -5.6246 -1.3373 4.7969
Cl 1.4913 5.1248 -2.2790
Cl 3.8395 4.1979 -0.8953
Cl -1.3768 -5.7927 4.6848
Cl -0.2950 7.1516 2.8110
Cl -1.7517 3.6105 -8.4940
P -2.1628 -2.7818 -0.1911
Si -1.2481 -0.9200 0.6255
C -0.7899 0.4282 -0.6121
C -1.6698 5.1800 -9.2919
C 4.9120 -1.2783 4.2881
C 3.8287 -1.9414 0.4940
C 0.8097 -1.2153 -1.8274
C 6.7756 -4.7136 -1.3502
C -11.3369 -1.7751 4.0811
C -4.1523 2.8636 1.0579
C -2.6751 -0.4525 -7.0543
C -3.1830 -2.4137 -1.6644
C 0.1166 6.7183 1.1514
C 2.2784 8.2021 -6.5343
C 3.1370 -1.3944 -0.7640
C 1.7596 -2.0112 -0.9188
C 9.3682 -1.1343 3.1613
C 0.5373 0.2149 -1.3633
C -2.1701 -1.2515 9.2629
C -5.6888 -2.7483 3.7267
C 3.1923 4.6926 -2.4644
C -0.8692 -4.1271 4.3957
C -0.9627 -4.1253 -0.5830
H -2.6330 -2.1448 -2.5567
H -3.9354 -1.6796 -1.4095
H -2.2935 -0.3723 1.4925
H -0.2474 -4.2834 0.2095
H -0.4740 -4.0297 -1.5454
H 1.3350 0.6232 -0.7602
H 3.6987 -1.2384 1.3077
H -1.5448 -5.0391 -0.6420
H 3.0985 -0.3230 -0.6677
H 3.7102 -1.6106 -1.6571
H -0.6655 1.3396 -0.0332
H 1.9122 -2.9639 -1.4224
H 1.3238 -1.1428 -2.7844
H -0.1034 -1.1805 1.5250
H 1.2967 -2.2414 0.0344
H -0.1053 -1.7596 -2.0294
H 4.8978 -1.9871 0.3204
H 0.4962 0.8320 -2.2555
H -3.7241 -3.3251 -1.8937
H -1.5829 0.6473 -1.3182
H 3.4247 -2.9092 0.7508

The calculation puts the highest occupied orbital energy at -7.768 eV. As for the multiplicity: 1. The HOMO-LUMO gap comes out at 7.7 eV.